[1]
The following is a DFT calculation (ωB97M-V/def2-TZVPD) of C6H6N2S in the gas phase in a non-equilibrium geometry.

Positions of all 15 atoms, in Å:
C 0.4453 -1.1352 0.0308
C 0.1866 1.1417 0.0655
C -3.0632 -0.7300 -0.0221
C -0.8914 -0.8316 0.0254
C -1.0723 0.5407 0.0342
C 2.5312 0.5095 0.0309
N -2.0590 -1.5252 -0.0984
N 1.1198 0.1200 0.0643
S -2.7428 1.0269 0.0588
H 0.8033 -2.1410 -0.1684
H 0.3496 2.1799 0.2821
H -4.1281 -0.8426 -0.2515
H 2.7591 1.4088 0.5078
H 2.8670 -0.4025 0.4620
H 2.8950 0.6806 -1.0214

Atoms 1-6, force components in eV/Å:
C 0.7230 0.9759 -0.2658
C -1.6675 -1.3429 0.2942
C -0.4712 1.0795 -0.9196
C -0.0929 0.1751 -0.3718
C 1.3192 2.5853 0.3687
C -0.8980 -2.4739 -2.4349

E_tot	-20133.1089	eV
energy relative to the best compared isomer or geometry (same formula, charge and spin)	12.51	kcal per mole
LUMO	0.8	eV
E_HOMO	-7.85	eV
orbital gap	8.67	eV

These are the natural (NBO) partial charges, in e, on atoms 1 to 4: atom 1 (C): -0.0921, atom 2 (C): -0.0724, atom 3 (C): -0.0648, atom 4 (C): 0.0163

[2]
The following is a DFT calculation (ωB97M-V/def2-TZVPD) of a gas-phase ion, C6H6N3O3S (charge -1) in a non-equilibrium geometry.

Positions of all 19 atoms, in Å:
C -1.7993 -0.6079 -1.4749
C -0.7458 0.2922 -1.7675
C -1.5625 -1.4362 -0.4589
C 0.2218 0.6577 -0.9051
C -0.3652 -1.3758 0.3491
C 0.3592 -0.1406 0.2903
N 0.1031 -2.3233 1.2324
N -0.1756 -3.4766 1.3381
N 1.0106 0.3448 1.3458
O 0.1922 2.8320 0.8681
O 1.8531 2.3751 2.5875
O 2.5614 2.2346 0.1841
S 1.2874 1.9631 1.3424
H -2.7477 -0.3830 -1.9961
H -0.9257 0.7939 -2.7130
H -2.2187 -2.3003 -0.4113
H 0.7247 1.6131 -1.1201
H 2.9568 2.9675 0.6697
H -0.7297 -4.0303 0.6394

Atoms 1-6, force components in eV/Å:
C 0.3520 1.9952 -1.1868
C -1.7929 0.6869 -1.1780
C 0.9401 -2.7490 1.2438
C -0.1290 -0.5939 -0.3608
C -0.9277 0.7354 -2.0031
C -0.6677 1.1065 -0.4656

E_tot	-27765.5010	eV
energy relative to the best compared isomer or geometry (same formula, charge and spin)	0.00	kcal per mole
LUMO (alpha / beta)	3.5 / 3.5	eV
E_HOMO (alpha / beta)	-3.99 / -3.99	eV
orbital gap (alpha / beta)	7.53 / 7.53	eV
total charge	-1

These are the natural (NBO) partial charges, in e, on atoms 1 to 4: atom 1 (C): -0.3118, atom 2 (C): -0.1593, atom 3 (C): -0.2054, atom 4 (C): -0.3019

[3]
The following is a DFT calculation (ωB97M-V/def2-TZVPD) of a molecular structure, C6H6N4O2 in a non-equilibrium geometry.

Positions of all 18 atoms, in Å:
C 2.0957 -0.5639 1.6209
C 1.5880 -1.7063 -0.5309
C 0.1288 -0.2458 -1.3683
C 0.4473 0.2580 -0.1027
C -1.6081 1.2451 0.3156
C -1.3311 0.0352 -1.8530
H 2.9156 -1.1738 1.7770
H 2.7939 0.5566 1.5119
H 1.3343 -0.4921 2.5772
H 2.2153 -2.8451 -0.1480
H -3.7980 1.4799 1.3071
H -2.5782 2.0983 -1.6731
N 1.4719 -0.6135 0.3263
N 0.6544 -1.6940 -1.5521
N -0.3520 1.0857 0.7692
N -2.0724 0.9160 -1.1030
O -2.3950 1.9354 1.1756
O -1.5104 -0.2758 -3.0495

Atoms 1-6, force components in eV/Å:
C -0.2969 6.2669 1.4358
C -2.1528 -2.6488 -0.7598
C -2.9888 -3.2007 2.0543
C 0.0862 -1.8352 -1.0730
C 2.4193 0.0715 -0.8376
C 4.4817 -0.1592 -4.7760

E_tot	-16365.9817	eV
energy relative to the best compared isomer or geometry (same formula, charge and spin)	209.89	kcal per mole
LUMO	-1.8	eV
E_HOMO	-8.60	eV
orbital gap	6.77	eV

These are the natural (NBO) partial charges, in e, on atoms 1 to 4: atom 1 (C): -0.4025, atom 2 (C): 0.1943, atom 3 (C): -0.0477, atom 4 (C): 0.2869

[4]
The following is a DFT calculation (ωB97M-V/def2-TZVPD) of a gas-phase ion, C6H6NOS (charge -1) in a non-equilibrium geometry.

Positions of all 15 atoms, in Å:
C 0.4654 -0.6834 -1.6177
C 0.3707 0.5338 -0.9796
C 0.1785 -1.8352 -0.9190
C -0.0831 0.7066 0.3382
C -0.2328 -0.3786 1.1310
C -0.2959 2.1288 0.8218
N -0.0667 -1.8242 0.3889
O -0.2051 -2.8783 1.0651
S -0.6653 -0.4103 2.7178
H 0.7193 -0.9429 -2.6365
H 0.6013 1.3525 -1.7289
H 0.2231 -2.7787 -1.5261
H -0.1803 1.9625 1.8729
H 0.5284 2.6077 0.3532
H -1.3573 2.4398 0.7191

Atoms 1-6, force components in eV/Å:
C -0.2025 -0.1932 0.5674
C 0.3131 0.6809 -2.7584
C 0.1019 -1.2177 -0.1643
C 0.4824 0.8202 -2.3919
C -0.3041 -3.5224 -0.7670
C -0.7801 -2.4444 0.5659

E_tot	-20690.6522	eV
energy relative to the best compared isomer or geometry (same formula, charge and spin)	43.94	kcal per mole
LUMO (alpha / beta)	3.8 / 3.8	eV
E_HOMO (alpha / beta)	-2.75 / -2.75	eV
orbital gap (alpha / beta)	6.59 / 6.59	eV
total charge	-1

These are the natural (NBO) partial charges, in e, on atoms 1 to 4: atom 1 (C): -0.3149, atom 2 (C): -0.2143, atom 3 (C): -0.0580, atom 4 (C): -0.1568